Entry 1:
This record from the Open Molecules 2025 dataset describes a molecular structure, C2H6N4S in a non-equilibrium geometry. The level of theory is ωB97M-V/def2-TZVPD.

XYZ file:
```
13
Properties=species:S:1:pos:R:3:mulliken_charge:R:1
C -0.688 0.159 -0.110 0.4202
C 3.323 -0.070 0.172 -0.2100
H -2.733 0.893 0.238 0.4188
H -3.540 -0.526 -0.719 0.2635
H -1.520 -1.709 0.237 0.2625
H -0.031 1.795 -0.287 0.3171
H 3.636 -1.255 0.750 0.2008
H 4.002 0.861 0.243 0.2593
N -3.030 -0.305 0.240 -0.6590
N -1.647 -0.826 -0.167 -0.1847
N -0.912 1.416 -0.120 -0.6961
N 2.183 0.392 -0.232 -0.3029
S 0.956 -0.826 -0.246 -0.0894
```

Summary:
strongest force on any atom = 4.49 eV/Å
highest occupied orbital energy = -9.1 eV
orbital gap = 9.62 eV

=====

Entry 2:
This record from the Open Molecules 2025 dataset describes C2H6N4S2 in the gas phase in a non-equilibrium geometry. The level of theory is ωB97M-V/def2-TZVPD.

XYZ file:
```
14
Properties=species:S:1:pos:R:3:mulliken_charge:R:1
H -3.830 0.323 0.038 0.1977
N -3.378 -0.646 0.010 -0.6678
C -2.144 -0.392 0.038 0.6846
N -1.609 0.801 0.401 -0.3754
S -1.000 -1.615 -0.555 -0.1494
S 0.695 -1.456 0.646 -0.2518
C 1.665 -0.105 -0.116 0.6722
N 2.899 -0.634 -0.102 -0.3949
N 1.110 1.043 -0.360 -0.6528
H 1.610 1.799 -0.847 0.1798
H -2.209 1.537 0.784 0.1658
H -0.571 1.073 0.452 0.1868
H 3.705 -0.102 -0.328 0.2115
H 3.056 -1.626 -0.063 0.1937
```

Summary:
strongest force on any atom = 2.67 eV/Å
SMILES = [H]/N=C(\N)SS/C(N)=N/[H]
highest occupied orbital energy = -8.8 eV
orbital gap = 9.22 eV

=====

Entry 3:
This record from the Open Molecules 2025 dataset describes a gas-phase ion, C2H6N5 (charge +1) in a non-equilibrium geometry. The level of theory is ωB97M-V/def2-TZVPD.

XYZ file:
```
13
Properties=species:S:1:pos:R:3:mulliken_charge:R:1
C -4.013 -0.436 -0.834 -0.1046
C 0.187 -0.066 -0.259 0.4973
N -2.805 -0.442 -0.721 0.1902
N -0.517 -0.617 -1.138 -0.0391
N -1.766 -0.875 -1.323 -0.6559
N 0.007 0.709 0.800 -0.4820
N 1.661 -0.300 -0.472 -0.3296
H -4.884 -0.350 -0.374 0.3670
H -0.978 0.439 1.225 0.2711
H 0.790 0.955 1.420 0.2428
H 2.184 -0.454 0.411 0.3567
H 2.007 0.547 -0.829 0.3140
H 1.602 -1.119 -1.127 0.3718
```

Summary:
strongest force on any atom = 7.17 eV/Å
highest occupied orbital energy (alpha / beta) = -11.8 / -11.8 eV
net charge = +1
orbital gap (alpha / beta) = 7.81 / 7.81 eV

=====

Entry 4:
This record from the Open Molecules 2025 dataset describes 2 unconnected molecules or ions with the total composition C2H6N5S in a non-equilibrium geometry. The level of theory is ωB97M-V/def2-TZVPD.

XYZ file:
```
14
Properties=species:S:1:pos:R:3:mulliken_charge:R:1
C -0.486 1.286 1.765 -0.0062
C -0.220 0.624 0.428 0.6397
N -1.178 0.973 -0.401 -0.1394
N -2.022 1.765 0.137 -0.3703
N -1.656 1.939 1.482 0.1622
N 0.699 -0.199 0.023 -0.4869
N 1.112 -1.928 -1.892 -0.7181
S 0.450 1.291 3.135 -0.1139
H -2.280 2.376 2.087 0.2169
H 0.824 -0.995 -1.143 0.4741
H 1.327 -0.548 0.684 0.2151
H 2.138 -1.985 -2.134 0.3620
H 0.542 -1.863 -2.836 0.3847
H 0.750 -2.736 -1.334 0.3801
```

Summary:
strongest force on any atom = 4.62 eV/Å
highest occupied orbital energy = -13.2 eV
net charge = +1
orbital gap = 6.89 eV

=====

Entry 5:
This record from the Open Molecules 2025 dataset describes C2H6N6 in the gas phase in a non-equilibrium geometry. The level of theory is ωB97M-V/def2-TZVPD.

XYZ file:
```
14
Properties=species:S:1:pos:R:3:mulliken_charge:R:1
N -0.322 0.680 -2.624 -0.5366
N -0.659 -0.130 -1.489 -0.3741
C 0.000 0.056 -0.439 0.4639
C 1.007 1.072 0.104 -0.2423
N 1.199 0.935 1.351 -0.5199
N 0.379 -0.082 1.800 -0.2126
N -0.095 -0.771 0.741 0.5661
N -1.180 -1.598 0.871 -0.7991
H -1.154 1.085 -3.086 0.2378
H 0.348 1.402 -2.332 0.2147
H 1.561 1.886 -0.326 0.3673
H 0.845 -0.620 2.518 0.2525
H -1.908 -1.231 0.213 0.3080
H -0.983 -2.522 0.467 0.2743
```

Summary:
strongest force on any atom = 3.99 eV/Å
SMILES = N/N=c1\cn[nH]n1N
highest occupied orbital energy = -7.7 eV
orbital gap = 8.69 eV

=====

Entry 6:
This record from the Open Molecules 2025 dataset describes a gas-phase ion, C2H6NO (charge -1) in a non-equilibrium geometry. The level of theory is ωB97M-V/def2-TZVPD.

XYZ file:
```
10
Properties=species:S:1:pos:R:3:mulliken_charge:R:1
O -1.206 1.580 0.188 -0.7686
H -0.723 1.500 1.034 0.4127
C -0.458 0.472 -0.608 -0.7186
C 0.749 0.013 0.046 -0.2809
N 0.764 -1.403 0.542 -0.6973
H -1.237 -0.257 -0.770 0.2343
H -0.172 1.074 -1.506 0.0632
H 1.638 0.581 0.266 0.3309
H 0.750 -2.057 -0.234 0.2131
H -0.105 -1.503 1.041 0.2113
```

Summary:
strongest force on any atom = 2.77 eV/Å
highest occupied orbital energy = -0.7 eV
net charge = -1
orbital gap = 5.67 eV

=====

Entry 7:
This record from the Open Molecules 2025 dataset describes 2 unconnected molecules or ions with the total composition C2H6NO2P in a non-equilibrium geometry. The level of theory is ωB97M-V/def2-TZVPD.

XYZ file:
```
12
Properties=species:S:1:pos:R:3:mulliken_charge:R:1
O -2.028 0.742 0.650 -0.5398
C -1.291 0.878 -0.264 0.5207
O -0.815 1.817 -1.008 -0.3367
C -0.205 0.326 -1.142 -0.0783
P 1.420 0.157 -0.489 -0.0905
H -0.704 -0.277 -1.915 0.3921
H 1.276 1.185 0.438 0.0404
H 2.293 1.084 -1.408 0.0646
N 0.158 -1.272 1.175 -0.7511
H 0.786 -1.810 1.752 0.2617
H -0.319 -1.976 0.478 0.2829
H -0.571 -0.855 1.733 0.2341
```

Summary:
strongest force on any atom = 3.43 eV/Å
SMILES = O=C1O[C@H]1P.N
highest occupied orbital energy = -8.8 eV
orbital gap = 9.58 eV

=====

Entry 8:
This record from the Open Molecules 2025 dataset describes 2 unconnected molecules or ions with the total composition C2H6NO2P in a non-equilibrium geometry. The level of theory is ωB97M-V/def2-TZVPD.

XYZ file:
```
12
Properties=species:S:1:pos:R:3:mulliken_charge:R:1
C -0.804 -0.198 0.050 0.6408
C -1.744 0.913 0.282 -0.9558
N 1.718 -1.203 0.304 -0.4981
O -1.035 -1.380 -0.016 -0.4823
O 1.314 1.468 0.566 -0.6085
P 0.966 0.236 -0.226 0.3705
H -1.106 1.768 0.376 0.3666
H -2.383 0.610 1.191 0.2719
H -2.440 0.832 -0.557 0.2907
H 1.553 -1.859 -0.401 0.2616
H 2.692 -1.210 0.509 0.2521
H 1.269 0.021 -2.076 0.0904
```

Summary:
strongest force on any atom = 3.36 eV/Å
highest occupied orbital energy = -9.6 eV
orbital gap = 9.39 eV

=====

Entry 9:
This record from the Open Molecules 2025 dataset describes C2H6NO2P in the gas phase in a non-equilibrium geometry. The level of theory is ωB97M-V/def2-TZVPD.

XYZ file:
```
12
Properties=species:S:1:pos:R:3:mulliken_charge:R:1
O -0.873 1.602 -0.224 -0.5708
C -0.559 0.512 0.197 0.4678
C 1.130 0.244 0.955 -0.7123
P 2.226 -0.031 -0.550 -0.0167
N -1.353 -0.599 0.280 -0.1485
O -2.582 -0.486 -0.539 -0.3848
H 1.421 1.159 1.596 0.3351
H 1.063 -0.660 1.445 0.3640
H 1.416 0.577 -1.571 0.0505
H 1.457 -1.147 -0.879 0.0072
H -0.911 -1.510 0.297 0.2661
H -2.435 0.340 -1.008 0.3423
```

Summary:
strongest force on any atom = 5.18 eV/Å
SMILES = O=C(CP)NO
highest occupied orbital energy = -9.5 eV
orbital gap = 10.15 eV

=====

Entry 10:
This record from the Open Molecules 2025 dataset describes C2H6NO2P in the gas phase in a non-equilibrium geometry. The level of theory is ωB97M-V/def2-TZVPD.

XYZ file:
```
12
Properties=species:S:1:pos:R:3:mulliken_charge:R:1
C -1.766 0.405 0.685 -0.9367
C -0.853 -0.736 0.118 -0.2083
N 0.319 -0.554 -0.245 0.6978
O 1.138 -1.401 -0.646 -0.6554
O 0.799 0.880 -0.046 -0.2571
P 2.306 1.028 -0.589 -0.0840
H -2.249 0.832 -0.168 0.2676
H -2.490 0.057 1.475 0.3105
H -1.090 1.142 1.133 0.2998
H -1.406 -1.618 -0.024 0.4280
H 2.310 0.205 -1.718 0.0735
H 2.982 -0.239 0.025 0.0643
```

Summary:
strongest force on any atom = 5.53 eV/Å
SMILES = C/C=[N+](/[O-])OP
highest occupied orbital energy = -9.3 eV
orbital gap = 10.03 eV

=====

Entry 11:
This record from the Open Molecules 2025 dataset describes 2 unconnected molecules or ions with the total composition C2H6NO2P in a non-equilibrium geometry. The level of theory is ωB97M-V/def2-TZVPD.

XYZ file:
```
12
Properties=species:S:1:pos:R:3:mulliken_charge:R:1
C 0.825 -0.144 -0.248 0.6925
C 1.558 1.081 0.158 -1.0883
N -1.417 -1.725 -0.104 -0.5651
O 1.208 -1.040 -0.954 -0.5079
O -2.302 1.975 -0.381 -0.3257
P -0.944 -0.180 0.283 0.1607
H 1.437 1.259 1.226 0.3342
H 1.089 1.919 -0.362 0.3158
H 2.613 1.025 -0.107 0.3203
H -0.799 -2.109 -0.819 0.2972
H -2.391 -1.839 -0.366 0.2906
H -0.875 -0.222 1.674 0.0758
```

Summary:
strongest force on any atom = 2.45 eV/Å
highest occupied orbital energy (alpha / beta) = -8.9 / -9.0 eV
orbital gap (alpha / beta) = 7.74 / 7.55 eV

=====

Entry 12:
This record from the Open Molecules 2025 dataset describes 2 unconnected molecules or ions with the total composition C2H6NO3 in a non-equilibrium geometry. The level of theory is ωB97M-V/def2-TZVPD.

XYZ file:
```
12
Properties=species:S:1:pos:R:3:mulliken_charge:R:1
O -0.978 1.530 2.046 -0.7166
C -0.434 1.049 1.029 0.5344
O 0.819 1.161 0.595 -0.8058
C -1.318 0.290 0.023 -0.5537
N -0.923 -0.915 -0.605 -0.6278
H -2.253 0.159 0.522 0.3231
H -1.698 0.907 -0.790 0.2705
H -0.431 -1.601 -0.010 0.2659
H -0.253 -0.659 -1.369 0.2706
H 3.159 -1.112 -0.410 0.2629
H 1.990 -0.001 -0.290 0.4382
O 2.320 -0.806 -0.741 -0.6618
```

Summary:
strongest force on any atom = 3.06 eV/Å
highest occupied orbital energy = -4.1 eV
net charge = -1
orbital gap = 8.06 eV

=====

Calculated ΔE to the lowest compared entry with this formula, charge and spin, 103.0, 18.6, 137.7, 38.0, 56.7, 39.8, 78.5, 39.1, 89.7, 118.7, 134.9, 18.5 kcal per mole (same order as the records).
Calculated total energy, -696.861959, -1095.194495, -353.125808, -751.452371, -408.205570, -209.714056, -626.295275, -626.358039, -626.277395, -626.231160, -626.205378, -360.341800 Eh (same order as the records).